Formula: C27H33B3F15N2O15PS
Source: OMol25
Level of theory: wB97M-V/def2-TZVPD

## Properties
HOMO level in eV: -9.43
Calculated total energy in Ha: -4599.20300
ΔE to the lowest compared entry with this formula, charge and spin in kcal/mol: 0.0
Net charge: 0
Molecular weight in g mol⁻¹: 1006.0
Strongest force on any atom in Eh/bohr: 0.06112

Geometry as XYZ:
```
97
Properties=species:S:1:pos:R:3:mulliken_charge:R:1
H -0.71532 0.19877 -1.73021 0.251
C -1.89933 -0.56109 -3.36349 -0.274
F -3.96464 5.91249 -8.01672 -0.262
B -1.65492 2.28553 1.49815 -0.146
F 1.28517 1.49558 9.15915 -0.243
F 5.46684 -10.36503 0.86735 -0.253
B -3.70500 1.81591 0.64559 0.116
C -2.81569 7.88183 -7.29591 0.367
C -3.26650 4.18325 -2.71360 -0.343
H -3.46476 3.14601 -3.07711 0.160
O -3.23793 1.92354 -0.69814 0.053
H 3.91076 -5.22626 3.11278 0.325
H 1.18588 8.23814 -7.83341 0.366
H -2.51597 0.33295 -3.46388 0.258
C -3.43834 6.65141 -3.01286 -0.328
C -2.38640 5.69179 -0.86376 -0.386
F -4.72819 6.90173 -6.26207 -0.234
H -0.16445 0.92862 4.62489 0.448
H 0.31204 6.73599 -8.20167 0.302
F 6.42009 -8.62208 1.69266 -0.271
N -1.05538 2.70181 2.80189 -0.243
H 1.36123 0.55946 3.84135 0.310
C 5.34604 -9.42600 1.81199 0.943
C -4.13183 7.11689 -7.44318 0.913
N -5.47760 3.29569 2.27504 -0.867
F 4.26960 -8.68364 1.48792 -0.250
S -1.86970 5.34052 3.26733 -0.221
O -1.19358 2.79272 0.25709 -0.162
C 1.73160 -4.31274 2.14839 0.373
C 5.21539 -10.02014 3.21539 0.318
H -1.91486 5.83204 0.13610 0.224
H 4.28598 -5.34467 0.06515 0.334
H -2.52967 -1.41710 -3.61189 0.345
C -0.86306 8.52761 -8.43875 -0.203
O 1.49088 -5.37825 2.63771 -0.516
O 4.94785 -11.16153 3.45407 -0.505
O -6.04407 3.27922 -0.28425 -0.521
H -0.60249 8.68044 -9.48627 0.314
H -0.75962 -1.55369 -1.81560 0.478
C 0.83474 0.16917 7.22896 0.366
H -0.00018 7.58104 -6.69538 0.313
C 4.18170 -5.81898 1.04342 -0.972
O -6.54515 1.04954 1.18964 -0.505
H 5.05215 -6.44578 1.22719 0.238
F 0.71970 -2.23440 2.73158 -0.269
H 5.08492 -8.58323 6.09022 0.315
H 6.45086 -10.40621 7.05779 0.369
C -3.67372 5.29760 -3.54666 -0.554
C 0.22554 7.72749 -7.75282 -1.090
H 7.39565 -9.51497 5.84583 0.305
C 6.53083 -10.16404 5.99739 -1.100
H -3.78292 7.50082 -3.64584 0.356
F 2.95090 1.08555 7.85608 -0.246
C 5.26672 -9.48706 5.50821 -0.233
C 0.87310 -1.27515 -5.70331 0.861
O 5.40545 -9.07057 4.13881 -0.277
C -0.20659 -1.56104 -4.65775 0.364
C -1.58424 3.75528 3.12818 0.364
F -0.55970 -3.72185 1.83401 -0.263
H -6.62342 3.95796 0.11209 0.309
O 1.48174 -0.50600 6.27313 -0.361
C 0.41853 0.12258 4.17875 -0.909
C 0.67482 -0.98543 5.18237 -0.216
H 4.94377 -4.16289 2.17162 0.321
B -2.30387 3.01983 -0.59909 0.770
F 0.33420 -1.02557 -6.91165 -0.248
H 1.23581 -1.78598 4.71016 0.207
F -5.01295 7.78690 -8.20773 -0.269
O 2.95471 -3.87325 1.83751 -0.285
H -0.98247 9.51484 -7.98858 0.309
F 1.71510 -2.30403 -5.85840 -0.244
H -2.65354 7.84815 -1.32575 0.325
P -5.51116 2.34742 0.99975 0.850
F 1.62210 -0.20502 -5.38303 -0.245
C 1.80530 0.57312 8.34050 0.881
H -4.16185 5.08677 -4.51968 0.398
O -2.76041 1.36920 1.58832 -0.087
H -0.25677 -1.41941 5.55126 0.326
C 4.04036 -4.77177 2.12861 -0.262
H -2.17931 -0.67368 -1.22919 0.215
O -0.48059 -2.64662 -4.23437 -0.507
C 0.68827 -3.24035 1.82990 0.873
F 0.87868 -2.68105 0.62225 -0.267
C -2.80008 6.81674 -1.71225 -0.625
O -0.82757 -0.42775 -4.31211 -0.327
H 3.29981 -6.45793 0.99562 0.325
O -0.34087 0.39467 7.23037 -0.511
H -4.49148 3.31591 2.57034 0.269
H -0.12395 -0.25682 3.31538 0.238
H 4.39264 -10.12961 5.62860 0.319
C -2.63333 4.34880 -1.38490 0.459
O -2.10972 7.81084 -8.42796 -0.324
F 2.14416 -0.48194 9.10598 -0.252
O -2.48125 8.48642 -6.31757 -0.497
H 6.72247 -11.08582 5.44602 0.316
H -6.70581 0.71347 0.28165 0.318
C -1.36184 -0.65363 -1.95066 -0.912
```

Formula: C23H38AlCl10N3O4P
Source: OMol25
Level of theory: wB97M-V/def2-TZVPD

## Properties
HOMO level in eV: -5.47
Calculated total energy in Ha: -6550.01839
Net charge: -1
Molecular weight in g mol⁻¹: 833.1
Strongest force on any atom in Eh/bohr: 0.09147

Geometry as XYZ:
```
80
Properties=species:S:1:pos:R:3:mulliken_charge:R:1
C -4.81431 1.84543 2.76740 -0.386
Cl -1.59227 2.02494 -4.36048 -0.164
C 2.88256 -2.37001 2.23383 -1.053
H -5.31271 1.63398 1.82223 0.236
H -3.73826 2.49207 -5.21794 0.264
O 0.86986 -1.02831 2.12437 -0.443
Cl -4.43237 3.57027 2.84334 -0.207
H -4.05056 -3.33347 -2.82273 0.296
H 3.15036 0.89589 1.87031 0.308
C -2.16237 3.37919 -0.31749 -0.137
H 2.74309 -3.88228 3.85550 0.435
C 0.44308 3.27780 -0.80005 0.558
C 2.45110 -1.92924 4.85368 0.147
H 2.71378 -3.18976 1.43226 0.238
C 2.20634 1.37377 -1.56639 -0.402
Al -0.22409 -1.90346 0.90562 -0.178
C -1.89153 -4.30122 1.96615 0.012
H -2.03229 -6.27922 3.16439 0.284
H 5.40847 -1.87878 -0.69582 0.330
C -1.88758 3.94998 1.12120 0.032
H -1.15447 2.57645 -2.36172 -0.958
H -3.31125 -1.08218 0.75406 0.066
H 3.23404 -2.54411 -0.97197 0.406
H 0.41685 0.40394 -0.69005 -0.259
H 5.91920 0.09685 0.95996 0.227
H 3.34055 1.27593 -1.63388 0.164
P -2.10144 -0.75396 0.05639 0.554
H -2.63542 5.90693 -7.60937 0.278
C 2.20443 -2.89278 3.58591 0.087
H 4.44434 0.85150 0.17294 0.137
Cl -2.95518 -3.03368 2.79541 -0.172
C 1.51584 0.56585 -0.37099 -0.401
C 0.71338 3.86268 0.63711 -0.459
H 5.91938 0.33360 -0.88328 0.270
H 1.79177 4.01232 0.98832 0.209
H -0.93538 5.39751 -7.76957 0.264
O -2.27467 -0.96258 -1.49582 -0.645
H -3.47174 -5.87876 2.04510 0.291
Cl 0.32094 -5.14014 0.40089 -0.273
Cl -3.12980 -4.10599 -0.79659 0.024
H 1.72394 3.32668 -2.72568 0.292
H 0.59494 -0.99956 4.70155 0.347
H 1.09579 -3.18196 3.48069 -0.066
H 1.86371 0.06846 4.85723 0.324
C -0.43610 4.20624 1.61371 -0.645
H -1.91600 -6.50946 1.31646 0.281
C -1.89832 5.15935 -7.32013 -0.299
H 4.03057 -2.33495 2.37349 0.393
C 5.25458 0.06873 0.01038 -0.628
Cl -1.72931 5.16996 -5.56178 -0.084
H -5.47303 1.59309 3.59698 0.360
C -3.35747 1.91573 -4.37555 -0.296
C -0.99299 3.02241 -1.31684 1.246
H 1.44115 1.16429 0.61894 0.107
C 1.78987 2.94473 -1.63997 -1.009
C -0.74166 -3.86081 1.19945 0.473
C -2.32027 -5.83013 2.15730 -1.066
C 3.43460 -1.41301 -0.83276 -1.767
C 2.19273 -0.84517 0.00480 1.560
N 4.75879 -1.33380 -0.11191 -0.228
O 1.13437 -1.78972 -0.39490 -0.541
H 2.66216 3.53186 -1.15852 0.307
H 3.54849 -0.98673 -1.88781 0.276
H 1.79338 0.90927 -2.54475 0.339
Cl -4.06021 2.55103 -2.88695 -0.128
C -3.31140 -4.08562 -2.55236 -0.312
H -3.24175 3.17729 -0.64347 -0.091
H -1.86504 0.64794 0.27843 -0.196
H -2.73618 4.18500 1.85822 0.063
Cl -2.42786 3.57582 -7.90302 -0.153
Cl -3.35074 0.86483 2.88025 0.002
H -0.14858 4.59236 2.64303 0.294
H 3.73460 -0.27885 2.96285 0.302
N 2.92930 0.06168 2.42584 -0.291
C 2.25927 -1.01240 1.63593 0.734
H -2.35170 -3.83814 -3.00308 0.223
N 1.49430 -0.84127 5.17781 -0.656
O 3.47039 -2.02082 5.59589 -0.584
Cl -3.84441 -5.66101 -3.16098 -0.210
H -3.64466 0.87067 -4.48272 0.345
```

Formula: CH6N2S2
Source: OMol25
Level of theory: wB97M-V/def2-TZVPD

## Properties
HOMO level in eV: -9.04
Calculated total energy in Ha: -947.46731
ΔE to the lowest compared entry with this formula, charge and spin in kcal/mol: 69.4
Net charge: 0
Molecular weight in g mol⁻¹: 110.2
Strongest force on any atom in Eh/bohr: 0.08105

Geometry as XYZ:
```
11
Properties=species:S:1:pos:R:3:mulliken_charge:R:1
H -2.13649 0.05091 -1.70573 0.161
S 0.47179 -1.18165 -1.89078 -0.201
H 1.38732 -0.98683 0.79455 0.274
N 0.51514 -0.50096 0.69016 -0.123
C -0.02988 -0.09283 -0.49909 -0.224
N 0.53560 0.52838 1.63795 -0.641
H -0.31400 -2.17834 -1.44782 0.183
H 0.32676 1.37510 -0.70431 0.270
H -0.28869 0.41403 2.18504 0.251
S -1.89436 -0.20859 -0.34880 -0.227
H 0.68871 1.53799 1.26436 0.276
```

Number 1: lowest unoccupied orbital energy -0.573 eV. Number 2: lowest unoccupied orbital energy 1.873 eV. Number 3: lowest unoccupied orbital energy 0.582 eV.